#P
19
Properties=species:S:1:pos:R:3:lowdin_charge:R:1 method="wB97M-V/def2-TZVPD" gap_ha=0.39694 homo_energy_ev=-13.98 charge=+1
O -0.14 -0.88 2.95 -0.021
O 1.53 1.43 -2.08 -0.080
N -0.13 -1.61 -0.31 -0.012
N 0.00 0.94 0.87 0.145
C -0.92 0.58 -0.27 -0.173
C -0.57 -0.59 -1.33 -0.200
H -0.89 -0.56 3.43 0.053
H 2.27 0.92 -2.60 0.118
H -0.05 0.43 1.70 0.036
H -0.04 2.12 1.04 0.271
H 1.48 2.22 -2.60 0.035
H -0.95 -2.22 -0.34 0.071
H 0.17 -0.41 -1.99 0.034
H -0.16 -1.83 3.03 0.061
H 0.91 0.67 0.46 0.147
H -1.99 0.39 0.10 0.135
H -1.54 -0.69 -1.83 0.119
H -0.99 1.61 -0.88 0.146
H 0.58 -2.24 -0.82 0.115

#Q
19
Properties=species:S:1:pos:R:3:lowdin_charge:R:1 method="wB97M-V/def2-TZVPD" gap_ha=0.37372 homo_energy_ev=-13.07 charge=+1
O -1.56 -2.33 -0.65 -0.111
O -1.84 0.42 2.39 -0.040
N -0.63 0.95 -0.12 0.209
N 2.35 0.98 -0.04 0.025
C 0.30 -0.21 -0.40 -0.097
C 1.64 0.38 -1.09 -0.234
H -2.07 -3.20 -0.44 0.112
H 2.47 1.93 -0.09 0.054
H 1.53 1.02 -1.86 0.084
H 0.56 -0.83 0.43 0.121
H -2.61 -0.05 2.54 0.018
H -0.15 -0.89 -1.03 0.048
H 2.12 -0.41 -1.58 0.104
H 3.12 0.35 0.12 0.097
H -1.66 0.87 3.30 0.144
H -1.14 -2.70 -1.45 0.052
H -1.07 0.86 0.86 0.125
H -1.31 1.08 -0.82 0.143
H -0.05 1.78 -0.05 0.146

Quick look at relative energies in eV: #P 0.480; #Q 0.000.

#P
16
Properties=species:S:1:pos:R:3:lowdin_charge:R:1 method="wB97M-V/def2-TZVPD" gap_ha=0.32655 homo_energy_ev=-8.10
O 0.74 1.24 1.27 -0.007
O -1.08 -1.34 1.87 0.065
N -1.01 -0.76 -1.31 0.095
N 0.89 -1.95 0.91 0.180
C 0.27 2.04 -1.00 -0.024
C 0.04 1.00 0.05 -0.291
C -0.23 -1.17 1.02 -0.519
C -0.44 -0.24 -0.16 -0.269
H 1.01 -2.71 1.57 0.113
H 1.58 -1.77 0.19 0.117
H 0.09 3.04 -0.57 0.082
H -1.92 -0.33 -1.46 0.101
H -1.18 -1.76 -1.19 0.094
H -0.39 1.90 -1.86 0.077
H 1.30 2.01 -1.36 0.088
H 0.32 0.80 2.03 0.096

#Q
16
Properties=species:S:1:pos:R:3:lowdin_charge:R:1 method="wB97M-V/def2-TZVPD" gap_ha=0.29931 homo_energy_ev=-7.64
O 2.33 -0.33 0.42 -0.082
O -3.84 0.15 -0.99 -0.049
N 0.24 1.59 0.65 0.168
N -1.48 0.77 -0.69 0.057
C -2.87 -0.35 -0.56 -0.190
C -0.50 0.58 0.14 -0.425
C 1.32 -1.13 -0.19 -0.236
C -0.03 -0.81 0.47 -0.114
H 1.15 1.37 1.03 0.092
H 0.06 2.54 0.37 0.112
H -0.79 -1.50 0.12 0.091
H 0.08 -0.90 1.55 0.129
H 1.26 -0.94 -1.27 0.127
H 1.54 -2.19 -0.03 0.121
H -1.65 1.70 -1.05 0.106
H 3.18 -0.56 0.04 0.092

Quick look at relative energies in eV: #P 0.000; #Q 1.071.

#P
11
Properties=species:S:1:pos:R:3:lowdin_charge:R:1 method="wB97M-V/def2-TZVPD" gap_ha=0.38005 homo_energy_ev=-9.75
O -2.34 0.03 -0.52 0.106
C -0.16 1.08 0.07 -0.106
C 0.58 0.00 0.83 -0.083
C -0.43 -0.89 0.85 -0.006
C -1.28 0.04 0.03 -0.430
H 1.09 -1.01 -1.51 0.054
H 1.57 -0.07 1.24 0.104
H -0.46 -1.91 1.19 0.102
H -0.46 2.03 0.52 0.117
H 1.57 -0.51 -1.80 0.063
H 0.31 1.22 -0.90 0.078

#Q
11
Properties=species:S:1:pos:R:3:lowdin_charge:R:1 method="wB97M-V/def2-TZVPD" smiles="C=C[C@H]1CO1" gap_ha=0.40089 homo_energy_ev=-9.74
O -1.00 0.94 -0.39 -0.086
C -1.67 -0.07 0.43 -0.053
C 1.65 0.54 0.13 0.007
C 0.93 -0.56 -0.04 -0.121
C -0.51 -0.39 -0.47 -0.311
H 2.78 0.58 0.14 0.076
H -1.51 0.07 1.52 0.127
H -2.60 -0.40 0.08 0.082
H -0.66 -0.75 -1.49 0.139
H 1.42 -1.48 0.06 0.077
H 1.18 1.53 0.03 0.063

Quick look at relative energies in eV: #P 0.278; #Q 0.000.

#P
11
Properties=species:S:1:pos:R:3:lowdin_charge:R:1 method="wB97M-V/def2-TZVPD" smiles="C=C/C=C/O" gap_ha=0.35481 homo_energy_ev=-8.71
O -1.09 -2.19 -1.05 -0.031
C -0.14 -0.12 -0.47 -0.105
C -0.20 -1.44 -0.31 -0.206
C 0.50 1.97 0.62 -0.004
C 0.80 0.73 0.27 -0.192
H 1.21 2.55 1.20 0.050
H 1.73 0.27 0.57 0.098
H -0.87 0.33 -1.12 0.117
H -1.82 -2.53 -0.51 0.097
H 0.32 -2.01 0.45 0.119
H -0.43 2.44 0.34 0.057

#Q
11
Properties=species:S:1:pos:R:3:lowdin_charge:R:1 method="wB97M-V/def2-TZVPD" smiles="C1=CC1.C=O" gap_ha=0.35946 homo_energy_ev=-8.90
O -1.77 0.68 -0.39 -0.015
C -2.05 0.00 0.54 -0.141
C 1.35 -0.09 -0.50 -0.193
C 1.05 0.67 0.71 -0.112
C 0.71 1.25 -0.39 -0.077
H 2.43 0.07 -0.90 0.093
H 0.22 1.96 -0.99 0.085
H 1.13 0.56 1.72 0.057
H -3.13 -0.27 0.78 0.094
H 0.81 -1.00 -0.97 0.101
H -1.19 -0.41 1.24 0.107

#R
11
Properties=species:S:1:pos:R:3:lowdin_charge:R:1 method="wB97M-V/def2-TZVPD" smiles="CC1=C[C@H]1O" gap_ha=0.38526 homo_energy_ev=-9.45
O -1.44 -1.72 -0.06 -0.033
C -0.91 -0.61 0.70 -0.253
C -0.95 0.75 0.01 0.058
C 0.23 0.19 0.14 -0.205
C 1.63 0.43 -0.24 -0.060
H 2.02 1.47 0.03 0.110
H -1.56 1.56 -0.38 0.097
H -2.16 -1.48 -0.57 0.034
H 1.73 0.58 -1.29 0.059
H -0.91 -0.76 1.78 0.118
H 2.32 -0.40 -0.12 0.074

#S
11
Properties=species:S:1:pos:R:3:lowdin_charge:R:1 method="wB97M-V/def2-TZVPD" smiles=C1C[C@H]2O[C@@H]12 gap_ha=0.40561 homo_energy_ev=-9.80
O -0.39 -1.20 -1.07 -0.021
C -0.52 0.91 0.02 -0.114
C -0.97 -0.55 0.05 -0.239
C 0.43 -1.02 0.09 -0.226
C 0.96 0.42 0.00 -0.112
H 1.55 0.78 0.85 0.107
H -1.92 -0.93 0.41 0.141
H -0.77 1.41 0.96 0.109
H 0.96 -1.90 0.45 0.140
H -0.85 1.50 -0.83 0.107
H 1.51 0.58 -0.93 0.108

Quick look at relative energies in eV: #P 0.000; #Q 2.871; #R 1.569; #S 0.639.

#P
11
Properties=species:S:1:pos:R:3:lowdin_charge:R:1 method="wB97M-V/def2-TZVPD" smiles="C1=COCC1" gap_ha=0.35822 homo_energy_ev=-8.73
O 0.81 0.95 0.16 -0.082
C 1.07 -0.35 -0.03 -0.276
C -1.19 -0.48 -0.30 -0.108
C -0.66 1.03 0.20 -0.133
C 0.19 -1.24 -0.12 -0.126
H -1.30 -0.57 -1.39 0.097
H -1.88 -0.87 0.59 0.135
H 0.21 -2.25 0.16 0.086
H -1.26 1.82 -0.45 0.127
H 2.06 -0.79 -0.07 0.130
H -0.82 1.32 1.38 0.150

#Q
11
Properties=species:S:1:pos:R:3:lowdin_charge:R:1 method="wB97M-V/def2-TZVPD" gap_ha=0.34515 homo_energy_ev=-8.79
O -0.06 1.46 -0.33 -0.093
C 0.11 0.87 0.98 -0.145
C -0.07 -0.55 0.43 -0.343
C -0.32 0.21 -0.93 -0.205
C 1.07 -1.12 -0.26 0.123
H 1.10 1.08 1.40 0.121
H -1.33 0.07 -1.31 0.136
H 0.68 -2.06 -0.72 0.035
H -0.91 -1.15 0.79 0.134
H -0.69 1.20 1.66 0.118
H 0.42 -0.01 -1.73 0.120

#R
11
Properties=species:S:1:pos:R:3:lowdin_charge:R:1 method="wB97M-V/def2-TZVPD" smiles="C1=COCC1" gap_ha=0.35539 homo_energy_ev=-8.56
O 0.52 1.17 -0.49 -0.109
C -0.77 1.20 0.20 -0.094
C -1.13 -0.03 0.47 -0.109
C 0.04 -1.00 0.21 -0.100
C 0.98 -0.07 -0.62 -0.285
H -1.55 2.09 0.11 0.164
H 0.00 -1.91 -0.31 0.082
H -2.04 -0.07 1.19 0.129
H 1.23 -0.30 -1.57 0.077
H 2.04 -0.04 -0.29 0.127
H 0.70 -1.04 1.11 0.118

#S
11
Properties=species:S:1:pos:R:3:lowdin_charge:R:1 method="wB97M-V/def2-TZVPD" gap_ha=0.30146 homo_energy_ev=-8.20
O 0.76 -0.75 -1.64 -0.079
C -0.79 0.24 0.15 -0.246
C 0.61 0.78 0.06 -0.131
C 1.35 0.17 -0.91 -0.284
C -1.00 -0.70 1.12 0.084
H -0.33 -0.69 -1.03 0.194
H 0.93 1.63 0.63 0.089
H 2.26 0.61 -1.31 0.116
H -1.58 0.97 -0.02 0.108
H -1.93 -0.76 1.67 0.067
H -0.28 -1.49 1.26 0.083

Quick look at relative energies in eV: #P 0.365; #Q 2.347; #R 0.000; #S 0.594.

#P
11
Properties=species:S:1:pos:R:3:lowdin_charge:R:1 method="wB97M-V/def2-TZVPD" smiles=C1O[C@@H]2C[C@H]12 gap_ha=0.37935 homo_energy_ev=-9.14
O 1.36 -0.52 -0.05 -0.113
C -0.99 -0.50 -0.43 -0.104
C 1.00 0.82 -0.16 -0.210
C -0.38 0.58 0.51 -0.111
C 0.07 -0.95 0.47 -0.214
H 1.81 1.42 0.31 0.122
H 0.73 1.24 -1.26 0.150
H -1.95 -0.89 -0.18 0.100
H -0.76 -0.34 -1.50 0.115
H 0.08 -1.92 0.99 0.147
H -0.97 1.07 1.30 0.119

#Q
11
Properties=species:S:1:pos:R:3:lowdin_charge:R:1 method="wB97M-V/def2-TZVPD" gap_ha=0.33764 homo_energy_ev=-8.43
O -0.13 0.32 0.39 -0.253
C -1.13 0.51 -0.84 -0.103
C -0.06 -0.88 1.17 -0.063
C 0.85 0.70 -0.94 -0.070
C -0.31 0.92 -1.78 -0.096
H -1.05 -1.05 1.60 0.094
H 0.65 -0.71 1.98 0.093
H 1.46 -0.19 -1.12 0.107
H -2.16 0.36 -0.55 0.088
H 0.23 -1.75 0.57 0.096
H 1.45 1.54 -0.56 0.106

Quick look at relative energies in eV: #P 0.000; #Q 2.457.